(1)
C25H23BrF9NO3S | ωB97M-V/def2-TZVPD

Output
Energy (eV): -139265.1313
HOMO-LUMO gap (eV): 9.55
E_LUMO (eV): 0.37
Structure (SMILES): O=C(Br)CN(CCCC(F)(F)C(F)(F)F)S(=O)(=O)F.Fc1ccccc1.Fc1ccccc1.Fc1ccccc1

Element x y z (Å)
O 1.726 -2.757 2.368
C 1.064 -2.134 1.677
Br 0.632 -2.752 -0.118
C 0.552 -0.779 2.189
N -0.558 -0.227 1.409
C -1.892 -0.744 1.810
C -2.510 -1.753 0.804
C -4.019 -1.478 0.661
C -4.830 -1.643 1.941
F -5.871 -2.457 1.645
F -4.169 -2.257 2.913
C -5.494 -0.346 2.457
F -6.428 -0.686 3.322
F -6.070 0.298 1.483
F -4.654 0.433 3.089
S -0.546 1.414 1.449
O -1.148 1.945 2.605
O 0.730 1.972 1.256
F -1.427 1.841 0.189
H 0.287 -0.902 3.241
H 1.439 -0.125 2.184
H -2.574 0.103 1.845
H -1.874 -1.224 2.786
H -2.268 -2.789 1.023
H -2.070 -1.511 -0.164
H -4.439 -2.145 -0.089
H -4.118 -0.478 0.238
F 3.064 -0.194 1.409
C 4.110 0.100 0.598
C 5.297 0.524 1.158
C 6.364 0.818 0.323
C 6.225 0.693 -1.054
C 5.019 0.269 -1.596
C 3.953 -0.035 -0.763
H 5.381 0.621 2.232
H 7.305 1.145 0.746
H 7.058 0.927 -1.704
H 4.908 0.175 -2.668
H 3.008 -0.375 -1.165
F -4.319 7.806 -0.590
C -4.205 6.578 -0.049
C -3.101 5.807 -0.355
C -2.979 4.543 0.205
C -3.971 4.068 1.055
C -5.076 4.855 1.348
C -5.195 6.121 0.797
H -2.345 6.197 -1.025
H -2.124 3.925 -0.015
H -3.878 3.081 1.491
H -5.848 4.480 2.008
H -6.045 6.753 1.020
F 2.589 -1.899 -2.984
C 3.292 -2.940 -3.478
C 4.381 -3.409 -2.770
C 5.100 -4.482 -3.277
C 4.729 -5.061 -4.483
C 3.634 -4.572 -5.182
C 2.905 -3.506 -4.675
H 4.658 -2.938 -1.836
H 5.951 -4.865 -2.731
H 5.294 -5.895 -4.878
H 3.346 -5.021 -6.123
H 2.043 -3.115 -5.200

=====

(2)
C25H23ClN2O7S | ωB97M-V/def2-TZVPD

Output
Energy (eV): -66968.8222
HOMO-LUMO gap (eV): 7.91
E_LUMO (eV): -0.14
Structure (SMILES): C[C@H](OC(=O)c1cc(S(=O)(=O)N(C)c2ccccc2)ccc1Cl)C(=O)Nc1ccc2c(c1)OCCO2

Element x y z (Å)
C -1.215 -5.192 1.597
C -0.865 -4.406 0.338
H -0.557 -5.083 -0.467
C -2.097 -3.614 -0.145
O -2.908 -4.114 -0.890
N -2.143 -2.367 0.376
C -3.012 -1.312 0.061
C -2.670 -0.043 0.517
C -3.471 1.047 0.209
C -4.648 0.863 -0.523
C -4.972 -0.408 -0.979
C -4.161 -1.490 -0.703
H -4.414 -2.470 -1.070
H -5.876 -0.528 -1.554
O -5.501 1.902 -0.802
C -5.254 3.045 -0.013
C -3.757 3.347 0.017
H -3.542 4.239 0.607
O -3.057 2.286 0.628
H -3.398 3.489 -1.012
H -5.816 3.862 -0.467
H -5.609 2.877 1.013
H -1.786 0.133 1.113
H -1.391 -2.117 1.006
O 0.205 -3.497 0.624
C 1.294 -3.515 -0.155
O 1.504 -4.319 -1.021
C 2.184 -2.368 0.201
C 1.610 -1.200 0.695
C 2.392 -0.117 1.027
C 3.766 -0.155 0.867
C 4.353 -1.301 0.364
C 3.572 -2.404 0.029
Cl 4.343 -3.813 -0.562
H 5.422 -1.357 0.231
H 4.357 0.702 1.146
S 1.549 1.363 1.602
O 2.387 2.038 2.541
O 0.225 0.991 2.001
N 1.419 2.276 0.201
C 2.643 2.577 -0.425
C 3.572 3.352 0.266
C 4.790 3.655 -0.312
C 5.095 3.204 -1.587
C 4.169 2.445 -2.280
C 2.951 2.126 -1.706
H 2.244 1.527 -2.259
H 4.394 2.090 -3.275
H 6.044 3.447 -2.038
H 5.502 4.255 0.233
H 3.328 3.696 1.257
C 0.269 1.958 -0.616
H -0.606 2.013 0.027
H 0.184 2.701 -1.407
H 0.323 0.957 -1.059
H 0.545 -1.123 0.835
H -2.060 -5.842 1.386
H -1.480 -4.511 2.403
H -0.368 -5.798 1.910

=====

(3)
C25H23DyN6O7S | ωB97M-V/def2-TZVPD

Output
Energy (eV): -84494.0344
HOMO-LUMO gap (spin up / spin down) (eV): 5.52 / 5.52
E_LUMO (spin up / spin down) (eV): 4.02 / 4.02
2S+1: 6
Total charge: -2

Element x y z (Å)
Dy 0.754 0.020 -0.093
C -2.587 3.035 -1.160
C -1.866 1.705 -1.245
O -0.916 1.525 -0.422
C -2.270 0.797 -2.212
C -1.600 -0.418 -2.544
C -2.204 -1.248 -3.648
N -0.487 -0.790 -1.972
N 0.069 -1.968 -2.518
C 1.266 -2.169 -2.069
O 1.906 -1.426 -1.222
C 1.994 -3.373 -2.588
C 1.445 -4.197 -3.568
C 2.152 -5.292 -4.039
C 3.417 -5.577 -3.536
C 3.966 -4.759 -2.559
C 3.258 -3.661 -2.087
H -2.291 3.548 -0.247
H -3.670 2.895 -1.163
H -2.328 3.655 -2.021
H -3.137 1.056 -2.806
H -3.182 -0.855 -3.920
H -2.287 -2.291 -3.345
H -1.553 -1.239 -4.525
H 0.460 -3.959 -3.947
H 1.716 -5.925 -4.803
H 3.970 -6.432 -3.905
H 4.950 -4.973 -2.159
H 3.669 -3.008 -1.329
C -5.277 2.859 0.871
C -4.224 1.912 1.380
C -4.022 0.676 0.777
C -3.045 -0.194 1.237
C -2.249 0.171 2.312
C -2.433 1.404 2.925
C -3.415 2.263 2.457
S -0.980 -0.931 2.903
O -1.540 -2.244 2.693
O -0.697 -0.489 4.253
N 0.285 -0.730 1.982
C 1.439 -0.002 2.584
C 2.874 1.259 1.030
O 4.238 1.249 0.738
O 2.006 1.668 0.086
H -5.915 2.376 0.130
H -4.825 3.736 0.400
H -5.916 3.219 1.681
H -4.627 0.392 -0.077
H -2.892 -1.154 0.761
H -1.806 1.674 3.764
H -3.553 3.226 2.938
H 1.822 -0.513 3.463
H 1.207 1.034 2.848
N 3.758 3.522 1.421
C 3.741 2.145 1.811
O 2.470 -0.019 1.578
C 4.214 1.914 3.195
C 4.409 3.012 4.048
N 4.560 3.920 4.759
C 4.481 0.630 3.704
N 4.717 -0.416 4.148
H 3.480 4.114 2.194
H 3.097 3.643 0.661

=====

(4)
C25H23F3N4O5SSeSn | ωB97M-V/def2-TZVPD

Output
Energy (eV): -132663.0390
HOMO-LUMO gap (eV): 6.69
E_LUMO (eV): -0.32

Element x y z (Å)
Sn 7.368 10.644 11.802
O 13.783 10.295 12.785
C 12.484 10.355 12.659
C 11.742 11.449 12.287
C 10.365 11.382 12.168
N 9.657 10.349 12.655
C 10.364 9.272 13.076
C 11.755 9.210 12.967
C 9.636 7.978 13.418
O 10.136 6.882 13.392
O 8.318 8.284 13.817
C 9.656 12.587 11.556
O 10.061 13.730 11.588
O 8.525 12.204 10.921
H 14.209 11.186 12.568
H 12.212 12.362 11.894
H 12.298 8.303 13.238
F 5.969 5.971 9.383
C 5.450 6.852 8.495
F 4.409 6.087 7.893
F 6.352 7.075 7.534
C 4.936 8.103 9.054
C 3.691 8.652 8.660
C 3.232 9.799 9.236
C 4.049 10.510 10.106
N 5.327 10.094 10.422
C 5.786 8.912 9.901
S 7.453 8.597 10.145
H 3.136 8.149 7.894
H 2.267 10.253 9.025
H 3.780 11.344 10.709
C 8.307 14.191 14.425
N 7.121 13.505 15.019
C 5.880 13.271 14.425
Se 5.549 13.305 12.630
N 5.055 12.659 15.313
C 5.652 12.733 16.627
C 5.303 11.991 17.746
C 6.291 11.888 18.727
C 7.494 12.603 18.636
C 7.847 13.236 17.430
C 6.968 13.228 16.416
H 8.056 14.406 13.383
H 9.198 13.503 14.533
H 8.579 15.089 14.976
H 4.066 12.429 15.066
H 4.373 11.445 17.745
H 6.121 11.267 19.574
H 8.141 12.553 19.479
H 8.859 13.702 17.335
C 8.533 5.690 16.699
C 8.648 7.139 16.010
C 8.319 8.218 17.079
C 7.784 7.217 14.768
H 9.188 5.550 17.553
H 8.723 4.861 16.031
H 7.478 5.523 17.056
H 9.693 7.198 15.740
H 7.269 8.135 17.355
H 8.455 9.229 16.707
H 8.933 8.030 18.017
H 6.789 7.476 14.966
H 7.937 6.280 14.238

=====

Q: What is the formula in the first record?
A: C25H23BrF9NO3S